Record 1
Entry from the Open Molecules 2025 dataset: a structure of composition C9H16IrN6Se4Te at a distorted geometry (ωB97M-V with the def2-TZVPD basis set).

Calculated values
- spin multiplicity = 2
- total charge = +2
- <S²> = 0.754
- orbital gap (alpha / beta) (eV) = 5.3 / 5.3
- LUMO level (alpha / beta) (eV) = -7.6 / -7.6
- ΔE to the lowest compared entry with this formula, charge and spin (kcal per mole) = 116.01
- total energy (eV) = -290034.00107

Each line ends with the Löwdin charge.
Cartesian coordinates (Å):
Ir1 0.143 0.259 0.289  1.133
N1 0.408 1.265 -1.744  -0.051
C1 -0.784 2.098 -2.017  -0.198
C2 -1.974 1.416 -1.381  -0.170
N2 -1.736 1.164 0.071  -0.182
C3 -1.978 2.352 0.943  -0.147
C4 -0.658 3.000 1.268  -0.195
N3 0.247 1.903 1.658  -0.098
H1 1.263 1.807 -1.819  0.108
H2 0.479 0.529 -2.441  0.102
H3 -0.963 2.221 -3.086  0.138
H4 -0.626 3.092 -1.603  0.114
H5 -2.131 0.447 -1.857  0.109
H6 -2.880 2.009 -1.517  0.138
H7 -2.384 0.438 0.362  0.119
H8 -2.444 1.997 1.864  0.139
H9 -2.668 3.052 0.472  0.139
H10 -0.775 3.733 2.067  0.142
H11 -0.227 3.513 0.412  0.112
H12 -0.048 1.498 2.548  -0.014
H13 1.184 2.261 1.824  0.115
Se1 2.312 -1.529 2.681  -0.035
Se2 2.714 -2.538 4.584  -0.045
Te1 1.104 -1.518 6.190  0.511
Se3 0.053 0.042 4.810  -0.136
Se4 -2.217 -2.900 -1.147  1.253
N4 -0.962 -3.932 -1.818  -0.183
C5 0.209 -3.418 -1.503  -0.357
C6 1.503 -3.899 -1.880  0.056
C7 2.577 -3.180 -1.472  0.001
C8 2.422 -1.989 -0.693  -0.115
N5 1.264 -1.510 -0.321  -0.109
C9 0.141 -2.217 -0.731  -0.489
N6 -1.046 -1.741 -0.438  -0.294
H14 1.598 -4.794 -2.480  0.141
H15 3.580 -3.489 -1.730  0.128
H16 3.299 -1.443 -0.367  0.120

***

Record 2
Entry from the Open Molecules 2025 dataset: a cluster of 2 separate species, C3H2FP in total at a distorted geometry (ωB97M-V with the def2-TZVPD basis set).

Calculated values
- structure (SMILES) = C#CF.C#P
- orbital gap (eV) = 9.9
- LUMO level (eV) = 0.2
- ΔE to the lowest compared entry with this formula, charge and spin (kcal per mole) = 36.35
- total energy (eV) = -15144.08997

Each line ends with the Löwdin charge.
Cartesian coordinates (Å):
C1 -0.038 -0.640 1.509  -0.025
C2 0.193 0.478 1.902  -0.233
F1 0.547 1.704 2.040  0.121
H1 -0.150 -1.606 1.200  -0.030
C3 -0.153 0.257 -2.290  -0.507
P1 -0.930 -0.547 -1.212  0.733
H2 0.532 0.355 -3.150  -0.060

***

> Which of these has the highest ΔE to the lowest compared entry with this formula, charge and spin?

C9H16IrN6Se4Te